# C22H66BF4O11

A cluster of 12 separate species, C22H66BF4O11 in total (ωB97M-V/def2-TZVPD, the OMol25 dataset).

The geometry in XYZ format:
```
104
Properties=species:S:1:pos:R:3:forces:R:3:mulliken_charge:R:1
B -0.17562 -0.10269 0.58940 0.94 -0.26 0.06 0.59
F 0.55557 0.39098 1.64927 1.08 1.38 0.87 -0.41
F -1.43844 -0.25423 0.96853 -3.90 0.47 0.91 -0.36
F -0.09641 0.67029 -0.56041 0.40 0.58 -0.64 -0.41
F 0.26293 -1.38177 0.40201 1.52 -2.18 -1.21 -0.41
C 2.28957 6.96489 -3.68835 0.19 -0.77 0.40 -1.03
C 2.10117 6.18081 -2.35844 0.19 0.77 -0.04 -0.14
O 2.78838 6.90834 -1.35028 0.36 0.67 0.25 -0.53
H 3.32594 6.96075 -4.02602 0.11 -0.20 0.18 0.28
H 2.03162 8.01837 -3.57988 -0.25 -0.11 0.29 0.29
H 1.69588 6.54242 -4.49899 -0.14 -0.05 0.10 0.33
H 2.50493 5.17037 -2.29436 -0.14 -0.18 -0.92 0.29
H 1.04810 6.14034 -2.08006 -0.23 -0.10 -0.26 0.21
H 2.94750 6.34090 -0.59246 -0.09 -0.05 0.01 0.30
C -4.07095 1.77370 -5.69857 0.32 -0.76 -0.88 -0.96
C -4.57851 2.12825 -4.31914 -0.08 0.23 -0.94 -0.21
O -3.57653 2.79127 -3.61495 0.47 0.67 0.77 -0.51
H -3.60241 2.60592 -6.22390 -0.11 0.35 0.36 0.27
H -4.82462 1.39689 -6.38999 -0.37 -0.06 0.20 0.33
H -3.30317 1.00031 -5.67651 0.09 -0.14 0.25 0.28
H -4.94398 1.26754 -3.75904 -0.17 -0.14 -0.12 0.26
H -5.38236 2.84998 -4.46422 -0.19 -0.04 0.35 0.24
H -2.90842 2.16872 -3.31890 0.07 -0.12 0.06 0.31
C -2.40396 -4.69814 -4.10461 -0.12 0.40 -0.27 -0.87
C -2.55672 -5.63242 -2.95427 0.58 0.35 0.65 -0.27
O -2.88740 -6.91473 -3.43271 0.01 -0.70 0.35 -0.52
H -3.37866 -4.71450 -4.59225 0.04 0.49 -0.40 0.27
H -1.64800 -5.03607 -4.81344 -0.02 -0.10 0.05 0.24
H -2.13964 -3.69528 -3.76917 -0.17 0.09 -0.09 0.32
H -3.26685 -5.23094 -2.23133 -0.49 -0.13 -0.07 0.23
H -1.64276 -5.67905 -2.36216 0.21 -0.47 -0.22 0.29
H -3.80817 -6.92584 -3.70409 -0.04 0.09 -0.01 0.30
C 3.60235 -6.21372 -2.86655 0.02 0.12 0.04 -0.93
C 3.82844 -6.54752 -1.39221 -0.48 0.20 -1.00 -0.23
O 5.07681 -6.09022 -0.92447 0.34 -0.39 0.09 -0.50
H 3.72288 -5.14157 -3.02175 0.10 0.05 -0.16 0.30
H 2.59556 -6.46920 -3.19700 -0.12 -0.06 0.17 0.29
H 4.29134 -6.76879 -3.50317 0.17 0.16 0.02 0.25
H 3.79320 -7.63570 -1.33987 0.16 0.04 0.62 0.28
H 3.02185 -6.09667 -0.81408 -0.14 -0.22 0.23 0.26
H 5.09982 -5.13335 -0.99852 -0.03 0.15 0.02 0.29
C -7.95861 -3.43087 3.10875 -0.35 0.31 -1.20 -1.06
C -6.88149 -2.78188 2.24440 -0.88 0.68 1.34 -0.18
O -5.90680 -2.36333 3.18421 0.75 -0.36 -0.46 -0.50
H -8.43043 -2.73646 3.80394 0.46 0.05 0.19 0.28
H -7.54167 -4.30163 3.61477 -0.26 0.03 0.00 0.28
H -8.75521 -3.67890 2.40732 -0.20 -0.64 0.15 0.35
H -7.25400 -1.87549 1.76712 -0.37 -0.02 -0.30 0.26
H -6.57946 -3.46538 1.45086 0.58 -0.17 0.18 0.28
H -5.15006 -2.03145 2.69553 0.29 0.14 0.10 0.29
C -1.08389 2.80725 6.89698 -0.15 1.17 0.16 -1.10
C -1.15870 1.32709 6.84346 0.95 -0.15 -0.53 -0.16
O -1.69124 0.79295 8.02754 -0.48 -0.36 0.34 -0.52
H -0.70793 3.26471 5.98184 -0.39 -0.16 -0.29 0.33
H -0.37546 3.17239 7.64055 -0.03 -0.19 0.42 0.35
H -2.08057 3.16118 7.16055 0.04 0.46 -0.17 0.29
H -0.13802 0.97332 6.69805 0.06 -0.50 -0.27 0.22
H -1.77103 1.02192 5.99492 -0.03 -0.26 0.22 0.30
H -1.17408 1.14067 8.75776 0.02 -0.01 0.10 0.29
C 1.49911 -4.85856 6.42439 -0.02 0.48 0.55 -1.05
C 1.73933 -4.24966 5.06652 -0.53 -0.15 -0.85 -0.13
O 0.45270 -4.03485 4.50985 -0.72 0.13 0.30 -0.53
H 0.90054 -4.18089 7.03315 -0.03 0.34 -0.14 0.27
H 2.43318 -4.96364 6.97627 0.05 -0.47 -0.09 0.34
H 0.88941 -5.76187 6.40446 0.45 -0.25 -0.28 0.28
H 2.26045 -4.90030 4.36425 0.43 -0.36 0.30 0.25
H 2.32201 -3.33000 5.11967 -0.04 0.21 0.23 0.26
H 0.44677 -3.54743 3.68280 0.40 0.11 -0.06 0.29
C -6.02226 4.25870 3.48536 1.64 -0.44 0.04 -1.05
C -5.08803 3.78995 2.31463 -1.77 -0.13 0.32 -0.14
O -5.55797 4.42670 1.14318 -0.09 0.52 -0.46 -0.53
H -5.88017 5.31731 3.70268 -0.12 0.05 -0.20 0.29
H -5.68603 3.72247 4.37276 0.05 -0.01 0.20 0.33
H -7.08463 4.02849 3.40466 0.16 0.00 -0.65 0.30
H -5.22651 2.71881 2.16773 0.14 -0.26 0.30 0.22
H -4.02047 3.96977 2.44139 -0.05 0.25 0.52 0.29
H -5.04461 4.11170 0.39563 0.06 -0.01 -0.10 0.30
C 4.63023 3.23647 5.27753 0.22 -0.37 0.38 -1.01
C 4.99842 3.68489 3.88346 -1.02 -0.87 0.67 -0.23
O 3.77168 3.93494 3.17345 1.21 0.78 -0.34 -0.51
H 5.55572 3.14881 5.84662 -0.11 0.19 0.46 0.32
H 4.16914 2.24944 5.31309 -0.02 -0.14 -0.33 0.32
H 3.89637 3.90775 5.72356 0.35 0.24 0.16 0.28
H 5.63050 2.90913 3.45129 -0.17 -0.13 -0.55 0.23
H 5.65630 4.54799 3.98513 -0.64 0.52 -0.55 0.30
H 3.25513 3.12871 3.10444 0.13 -0.25 0.06 0.31
C 2.15938 1.69762 -6.88324 0.45 -0.04 -0.87 -0.97
C 1.85786 1.97854 -8.37668 -1.29 -0.14 1.20 -0.19
O 2.95508 2.52572 -9.03857 0.86 0.34 -0.12 -0.52
H 2.30180 2.61374 -6.31005 -0.07 0.12 -0.20 0.24
H 3.09142 1.13749 -6.80812 -0.02 -0.15 0.05 0.27
H 1.36578 1.12742 -6.40035 -0.04 -0.01 -0.20 0.33
H 1.00910 2.66220 -8.39481 -0.15 0.36 -0.04 0.25
H 1.48858 1.10681 -8.91689 0.19 -0.52 0.23 0.28
H 2.68079 2.75123 -9.93048 0.07 0.04 -0.03 0.30
C 7.20051 -1.10337 -2.11297 0.54 0.17 -0.90 -1.04
C 5.93640 -0.51738 -1.59806 -0.64 1.07 -0.41 -0.16
O 5.46449 -1.35644 -0.60958 -0.86 -1.18 1.23 -0.53
H 7.80725 -1.34405 -1.24003 0.21 -0.17 -0.24 0.27
H 7.73958 -0.43999 -2.78933 0.12 0.39 0.31 0.35
H 7.03446 -1.97009 -2.75275 -0.19 -0.37 0.47 0.27
H 5.11276 -0.39923 -2.30216 0.37 0.03 -0.84 0.29
H 6.04641 0.47083 -1.15150 0.60 0.37 -0.16 0.24
H 4.54045 -1.11065 -0.52401 -0.22 -0.36 0.56 0.32
```
Forces are in eV/Å.

Values from the calculation:
relative energy (zero: lowest compared OMol25 entry of this formula, charge and spin)	0.000	eV
charge	-1
E_tot	-57957.1932	eV
HOMO-LUMO gap	9.9519	eV
LUMO	2.01	eV
2S+1	1
HOMO energy	-7.94	eV

=====

# C5H9N3

The ion C5H9N3 with charge +2 (ωB97M-V/def2-TZVPD, the OMol25 dataset).

The geometry in XYZ format:
```
17
Properties=species:S:1:pos:R:3:forces:R:3:nbo_charge:R:1
C -1.65787 -0.41677 -0.21998 -1.97 -0.46 0.35 0.25
C -0.46625 0.43314 -0.35974 1.43 1.21 -0.15 0.44
C -0.11139 -1.53736 0.69752 4.28 4.75 -0.78 0.70
C 0.60641 -2.62650 1.17062 1.88 -1.97 1.74 -0.79
C 0.55622 2.64507 -0.84393 2.05 -0.16 -4.15 -0.46
N -1.40412 -1.44996 0.51971 -2.82 0.12 -1.24 -0.38
N 0.53010 -0.24815 0.25065 0.96 -2.09 0.85 -0.59
N -0.48136 1.64617 -0.82829 1.24 -1.83 0.74 -0.33
H -2.67435 -0.13449 -0.59008 0.84 -0.39 0.42 0.29
H -0.06628 -3.42947 0.84221 0.56 -0.78 0.26 0.34
H 0.54664 -2.67842 2.31002 -0.63 0.17 -0.74 0.40
H 1.76199 -2.79544 1.11679 -2.14 0.70 -0.81 0.35
H 0.64550 3.01737 -1.98506 -0.38 -0.71 2.48 0.29
H 0.27047 3.47056 -0.27953 -0.49 1.43 1.20 0.28
H 1.57489 2.28888 -0.64097 -0.58 -0.13 0.46 0.25
H 1.59838 -0.08450 0.25417 -2.42 -0.18 -0.06 0.50
H -1.22897 1.89986 -1.41412 -1.81 0.31 -0.57 0.46
```
Forces are in eV/Å.

Values from the calculation:
relative energy (zero: lowest compared OMol25 entry of this formula, charge and spin)	1.929	eV
charge	+2
E_tot	-9780.5443	eV
HOMO-LUMO gap	8.3617	eV
LUMO	-12.23	eV
2S+1	1
HOMO energy	-20.59	eV

=====

# C31H55B2FN10O2Ti

A structure of composition C31H55B2FN10O2Ti (ωB97M-V/def2-TZVPD, the OMol25 dataset).

The geometry in XYZ format:
```
102
Properties=species:S:1:pos:R:3:forces:R:3:mulliken_charge:R:1
Ti -1.22798 0.04680 0.18347 -0.42 0.10 0.57 -0.02
C 0.33920 -4.43724 -1.56567 0.09 0.05 0.02 -1.96
C 0.47639 -3.49898 -0.36557 0.13 0.23 -0.05 4.36
C 1.50328 -4.03339 0.63365 -0.08 0.07 -0.05 -1.90
C -0.86212 -3.32995 0.27826 0.24 -0.05 0.04 -0.57
C -1.49693 -4.25998 1.10709 -0.21 0.20 -0.11 -1.31
C -2.69099 -3.66347 1.43608 0.09 -0.09 -0.06 -0.62
N -2.75029 -2.46685 0.83981 -0.19 -0.43 0.16 0.50
N -1.63001 -2.25308 0.12474 0.34 0.48 -0.29 0.03
B -3.84318 -1.43600 1.12525 -0.17 0.03 -0.15 -0.16
N -3.49660 -0.54723 2.31188 -0.06 0.01 0.46 0.79
C -3.86070 -0.81895 3.57475 0.05 0.12 0.09 -0.23
C -3.46179 0.22332 4.37220 -0.08 -0.11 -0.25 -1.44
C -2.85126 1.12867 3.48906 -0.03 0.00 0.10 0.00
N -2.85555 0.64284 2.24823 0.17 0.17 -0.41 -0.47
C -2.34714 2.46868 3.93992 -0.05 0.12 0.09 0.81
C -1.07604 2.30131 4.77325 -0.02 0.03 0.00 -1.37
C -2.14627 3.49530 2.83821 0.01 0.04 0.02 -1.53
N -4.10765 -0.59036 -0.12337 -0.51 -0.26 0.26 -0.64
C -5.29729 -0.48656 -0.71763 0.16 -0.04 0.01 -0.31
C -5.15133 0.26880 -1.85583 0.19 -0.02 0.23 -1.55
C -3.79991 0.60566 -1.88706 0.01 0.26 -0.21 -0.09
N -3.16908 0.08985 -0.81521 0.09 0.09 -0.36 1.18
C -3.19910 1.33611 -3.05159 -0.12 0.11 -0.10 0.55
C -2.57760 0.32661 -4.01511 0.08 0.02 -0.03 -1.14
C -2.24014 2.46350 -2.70931 0.15 -0.07 -0.04 -1.53
H 1.31354 -4.65145 -2.00376 0.05 -0.03 -0.04 0.52
H -0.30051 -3.99577 -2.32667 -0.05 0.04 -0.08 0.40
H -0.09807 -5.38686 -1.25752 -0.04 -0.06 0.04 0.41
H 0.81034 -2.51379 -0.71673 -0.16 -0.32 0.10 -2.05
H 1.28561 -5.06459 0.90888 -0.03 -0.09 0.04 0.45
H 1.51453 -3.43688 1.54398 0.01 0.05 0.07 0.40
H 2.50088 -4.01172 0.19861 0.10 -0.01 -0.06 0.42
H -1.14206 -5.22471 1.40148 0.08 -0.22 0.08 0.50
H -3.50463 -4.00607 2.04151 -0.20 -0.08 0.15 0.51
H -4.83695 -2.04224 1.39348 -0.15 -0.06 0.03 -0.17
H -4.40187 -1.71547 3.80441 -0.10 -0.17 0.04 0.47
H -3.62295 0.34842 5.42516 -0.03 0.02 0.15 0.48
H -3.13515 2.85511 4.60511 0.15 -0.08 -0.08 0.42
H -0.28811 1.85426 4.16988 0.05 -0.04 -0.06 0.10
H -1.24392 1.65512 5.63312 -0.01 -0.04 0.04 0.40
H -0.72401 3.26694 5.13412 0.03 0.08 0.04 0.45
H -1.25845 3.27688 2.25259 -0.01 0.02 0.01 0.24
H -2.01652 4.48431 3.28116 -0.01 0.01 -0.01 0.51
H -2.99844 3.52836 2.16141 -0.05 0.01 -0.05 0.33
H -6.15469 -0.96397 -0.29105 -0.17 -0.13 0.11 0.50
H -5.90024 0.54201 -2.57118 -0.11 0.05 -0.12 0.52
H -4.06211 1.78667 -3.56183 0.13 -0.07 0.09 0.46
H -1.75626 -0.20797 -3.53776 0.05 -0.03 -0.01 0.05
H -2.19729 0.83879 -4.89951 0.05 0.01 -0.07 0.41
H -3.31426 -0.40793 -4.33718 -0.03 -0.05 -0.01 0.51
H -1.30205 2.08233 -2.30447 -0.10 0.04 -0.09 0.04
H -2.67007 3.14881 -1.98092 -0.01 0.03 0.04 0.38
H -2.01013 3.02712 -3.61456 0.02 0.02 -0.02 0.49
C -0.76497 2.05729 0.08069 0.13 -0.04 -0.08 -0.23
H -0.21460 2.14859 1.02267 -0.03 -0.06 -0.03 -0.97
H -1.70211 2.62029 0.13330 0.04 -0.10 0.01 0.46
H -0.12989 2.42998 -0.71055 0.06 0.14 -0.02 0.51
F -0.27546 -0.47079 1.57930 0.21 -0.02 0.11 -0.61
C 2.56331 -1.90565 -2.70705 -0.12 0.14 -0.08 -1.88
C 1.51513 -0.93887 -3.25361 0.02 -0.07 -0.14 1.79
C 1.16515 -1.32569 -4.68595 0.10 0.06 0.22 -1.93
O 0.32072 -1.08786 -2.44513 -0.19 -0.06 -0.08 -0.22
B 0.23236 -0.04878 -1.54127 0.38 -0.03 -0.21 2.02
O 1.21670 0.88012 -1.80222 0.07 0.19 0.10 -0.36
C 1.88883 0.56167 -3.04024 0.09 0.09 -0.13 1.66
C 3.37737 0.84449 -2.86997 -0.23 -0.08 -0.02 -1.92
C 1.32486 1.49339 -4.11161 0.02 -0.11 0.18 -1.99
H 2.18691 -2.91938 -2.79466 -0.03 -0.08 -0.02 0.25
H 2.77786 -1.71359 -1.65842 0.03 0.03 0.09 0.32
H 3.49189 -1.83726 -3.26894 0.08 0.02 -0.07 0.44
H 0.85969 -2.36911 -4.70900 -0.02 -0.10 0.02 0.51
H 2.03072 -1.21246 -5.33645 0.10 0.02 -0.06 0.33
H 0.35246 -0.72570 -5.08078 -0.10 0.08 -0.02 0.32
H 3.80381 0.28773 -2.04161 0.04 -0.06 0.06 0.23
H 3.52006 1.90545 -2.67699 0.00 0.09 0.01 0.51
H 3.92549 0.59142 -3.77558 0.04 -0.04 -0.10 0.39
H 0.25399 1.35444 -4.22687 -0.16 -0.03 -0.01 0.12
H 1.80381 1.32877 -5.07382 0.06 -0.03 -0.09 0.39
H 1.50108 2.52408 -3.81014 0.01 0.06 0.04 0.51
C 2.81928 -0.17393 1.03730 -0.04 -0.12 -0.08 -0.19
N 2.19758 1.10878 1.34080 -0.15 -0.01 -0.05 1.18
C 2.15524 1.25815 2.78994 -0.17 -0.02 0.12 -0.79
N 3.48923 1.19760 3.38979 -0.08 0.05 0.18 0.11
C 4.08418 -0.08554 3.03325 0.10 -0.18 0.14 -0.79
N 4.17415 -0.27520 1.58657 0.00 -0.20 -0.06 0.04
C 4.96516 0.82222 1.03759 0.24 -0.06 -0.19 -0.75
N 4.39415 2.12983 1.33840 0.07 0.18 -0.08 0.04
C 3.03533 2.16458 0.79216 -0.02 0.13 -0.14 -0.36
C 4.29941 2.25261 2.78987 0.12 0.24 0.15 -0.73
H 2.86467 -0.29001 -0.04870 0.00 0.02 0.06 -0.61
H 2.20163 -0.97329 1.45162 -0.01 0.00 -0.01 0.20
H 1.53439 0.46040 3.20795 0.02 0.06 -0.02 -0.06
H 1.70370 2.22412 3.03594 0.01 -0.03 -0.01 0.39
H 3.47509 -0.88748 3.45774 0.03 0.00 0.00 0.36
H 5.08981 -0.14023 3.46157 -0.05 -0.02 -0.01 0.37
H 5.02454 0.70693 -0.04959 0.03 0.00 0.08 0.30
H 5.97704 0.77226 1.45261 -0.05 0.00 -0.05 0.36
H 3.07781 2.04842 -0.29274 -0.01 0.02 0.04 -0.28
H 2.58475 3.13373 1.02299 0.00 0.00 -0.01 0.33
H 3.85490 3.22272 3.03333 0.05 -0.05 0.00 0.34
H 5.30670 2.20966 3.21527 -0.05 0.03 -0.01 0.35
```
Forces are in eV/Å.

Values from the calculation:
relative energy (zero: lowest compared OMol25 entry of this formula, charge and spin)	0.000	eV
charge	0
E_tot	-79227.1177	eV
HOMO-LUMO gap	8.5329	eV
LUMO	0.23	eV
2S+1	1
HOMO energy	-8.30	eV